1.
C5H8O2 | ωB97M-V with the def2-TZVPD basis set

Properties
HOMO-LUMO gap, eV: 10.33
Lowest unoccupied orbital energy, Eh: 0.0341
Relative energy (zero: lowest compared OMol25 entry of this formula, charge and spin), kJ/mol: 287.6
Energy, eV: -9406.85114

Cartesian coordinates (Å):
O  -0.427  2.169  -0.017
C  -0.251  0.987  0.130
C  -0.471  0.178  1.399
C  -0.562  -1.177  0.689
C  0.721  -1.251  -0.152
C  -0.052  -0.149  -0.898
O  -1.288  -0.838  -0.535
H  0.700  2.411  -1.629
H  1.345  2.162  -1.906
H  0.374  0.275  2.090
H  -1.389  0.511  1.885
H  -0.991  -2.022  1.226
H  1.689  -1.044  0.313
H  0.749  -2.166  -0.748
H  0.072  0.074  -1.956



2.
C37H32GaN5OS | ωB97M-V with the def2-TZVPD basis set

Properties
HOMO-LUMO gap, eV: 6.67
Lowest unoccupied orbital energy, Eh: -0.2206
Energy, eV: -111583.42480
Net charge: +2

Cartesian coordinates (Å):
Ga  -0.225  -1.177  0.212
N  1.550  2.126  0.622
C  2.914  1.951  0.274
C  3.865  2.726  0.934
C  5.200  2.667  0.580
C  5.614  1.838  -0.457
C  4.681  1.070  -1.124
C  3.337  1.123  -0.760
S  2.271  -0.028  -1.574
N  0.734  0.485  -0.993
C  0.572  1.123  0.362
C  -2.072  1.126  0.017
C  -3.270  1.798  0.129
C  -4.447  1.064  0.219
C  -4.398  -0.317  0.170
C  -3.166  -0.931  0.059
N  -2.024  -0.222  0.001
H  1.445  2.496  1.558
H  3.545  3.376  1.741
H  5.920  3.271  1.115
H  6.658  1.782  -0.733
H  4.992  0.412  -1.929
H  -3.292  2.878  0.137
H  -5.396  1.576  0.307
H  -5.294  -0.918  0.218
H  -3.071  -2.007  0.021
C  0.613  5.060  -1.174
N  0.099  3.687  -1.188
N  -0.790  3.245  -0.212
C  -0.762  1.813  -0.253
O  0.437  0.163  1.302
C  -0.163  1.473  -1.643
C  0.446  2.787  -2.039
C  1.290  3.036  -3.237
C  -1.124  4.005  0.951
C  -0.986  3.412  2.202
C  -1.384  4.106  3.336
C  -1.898  5.389  3.229
C  -2.050  5.967  1.975
C  -1.688  5.271  0.832
H  0.755  5.365  -0.142
H  -0.087  5.730  -1.668
H  1.563  5.064  -1.698
H  -0.776  1.025  -2.425
H  1.325  2.140  -3.851
H  2.315  3.282  -2.947
H  0.897  3.859  -3.836
H  -0.597  2.404  2.304
H  -1.285  3.639  4.306
H  -2.195  5.932  4.116
H  -2.473  6.958  1.881
H  -1.874  5.706  -0.141
C  2.033  -7.580  -1.563
C  2.405  -6.554  -2.419
C  2.024  -5.252  -2.137
C  1.250  -4.963  -1.012
C  0.903  -6.000  -0.144
C  1.294  -7.299  -0.419
C  0.885  -3.559  -0.774
C  -0.126  -3.061  -0.040
C  -1.247  -3.749  0.649
C  -2.052  -4.673  -0.019
C  -3.118  -5.273  0.635
C  -3.394  -4.963  1.962
C  -2.609  -4.036  2.631
C  -1.548  -3.430  1.974
H  2.329  -8.598  -1.778
H  3.000  -6.765  -3.297
H  2.325  -4.448  -2.799
H  0.353  -5.791  0.764
H  1.029  -8.095  0.264
H  1.548  -2.853  -1.266
H  -1.840  -4.915  -1.053
H  -3.734  -5.989  0.106
H  -4.216  -5.448  2.473
H  -2.817  -3.791  3.665
H  -0.926  -2.717  2.513



3.
C4H5NO | ωB97M-V with the def2-TZVPD basis set

Properties
SMILES: Cc1cnco1
HOMO-LUMO gap, eV: 9.80
Lowest unoccupied orbital energy, Eh: 0.0352
Relative energy (zero: lowest compared OMol25 entry of this formula, charge and spin), kJ/mol: 108.9
Energy, eV: -7765.39765

Cartesian coordinates (Å):
C  -1.578  -0.457  0.343
C  -0.148  -0.152  0.153
C  0.326  1.087  -0.118
N  1.687  1.003  -0.332
C  1.932  -0.257  -0.261
O  0.859  -1.040  0.018
H  -2.007  -1.452  0.433
H  -1.978  0.190  1.144
H  -1.721  -0.169  -0.710
H  -0.234  2.011  -0.228
H  2.862  -0.765  -0.442



4.
C4H6O2 | ωB97M-V with the def2-TZVPD basis set

Properties
HOMO-LUMO gap, eV: 10.61
Lowest unoccupied orbital energy, Eh: 0.0317
Relative energy (zero: lowest compared OMol25 entry of this formula, charge and spin), kJ/mol: 376.5
Energy, eV: -8336.55931

Cartesian coordinates (Å):
O  0.684  -1.784  -0.135
C  0.217  -0.485  -0.036
C  0.507  0.682  -0.868
C  0.841  0.734  0.616
C  -1.393  -0.424  0.221
O  -1.994  -1.300  0.770
H  0.178  -2.290  0.523
H  -0.603  1.185  -1.094
H  1.207  0.804  -1.694
H  0.146  1.299  1.240
H  1.874  0.782  0.981
H  -1.662  0.797  -0.523



5.
C28H46O8PtSSeSi2 | ωB97M-V with the def2-TZVPD basis set

Properties
HOMO-LUMO gap (alpha / beta), eV: 9.40 / 5.00
Lowest unoccupied orbital energy (alpha / beta), Eh: 0.0134 / -0.1411
Relative energy (zero: lowest compared OMol25 entry of this formula, charge and spin), kJ/mol: 49.7
Energy, eV: -141345.59497
Spin multiplicity: 5

Cartesian coordinates (Å):
Pt  -0.135  -0.437  0.570
C  -2.807  1.668  0.178
C  -1.706  2.566  -0.393
C  -2.173  3.304  -1.648
C  -1.241  3.564  0.664
O  -0.621  1.690  -0.746
Si  0.858  1.994  -1.365
S  1.802  0.082  -0.940
O  1.482  3.269  -0.641
C  2.607  4.129  -0.832
C  2.822  4.831  0.509
C  3.833  3.303  -1.213
C  2.245  5.125  -1.935
O  0.861  2.235  -2.964
C  0.952  1.446  -4.152
C  2.427  1.120  -4.394
C  0.132  0.164  -4.021
C  0.402  2.320  -5.284
H  -3.634  2.273  0.542
H  -2.387  1.096  1.008
H  -3.176  0.976  -0.576
H  -3.013  3.953  -1.413
H  -2.482  2.597  -2.414
H  -1.356  3.907  -2.037
H  -2.082  4.141  1.039
H  -0.503  4.237  0.239
H  -0.776  3.019  1.482
H  2.993  4.085  1.282
H  1.938  5.407  0.776
H  3.679  5.497  0.452
H  3.961  2.505  -0.485
H  4.723  3.926  -1.229
H  3.686  2.860  -2.195
H  1.404  5.742  -1.623
H  1.959  4.584  -2.832
H  3.092  5.769  -2.155
H  2.800  0.501  -3.582
H  3.001  2.043  -4.427
H  2.556  0.598  -5.339
H  0.377  -0.350  -3.093
H  0.343  -0.498  -4.856
H  -0.928  0.397  -4.012
H  1.019  3.207  -5.413
H  -0.612  2.635  -5.048
H  0.395  1.760  -6.216
O  2.417  0.857  3.610
Se  1.777  0.499  2.236
O  2.728  0.939  1.008
O  0.299  1.175  2.014
O  1.398  -1.091  2.060
C  -3.293  -5.065  -1.626
C  -2.084  -4.166  -1.458
C  -1.352  -3.992  -2.777
C  -1.152  -4.687  -0.378
Si  -2.606  -2.331  -0.871
O  -1.266  -1.510  -0.884
C  -3.381  -2.459  0.863
C  -4.622  -3.014  1.154
C  -5.123  -3.010  2.444
C  -4.394  -2.440  3.474
C  -3.159  -1.872  3.201
C  -2.664  -1.891  1.911
C  -3.814  -1.561  -2.118
C  -5.089  -2.034  -2.399
C  -5.920  -1.358  -3.275
C  -5.491  -0.192  -3.886
C  -4.221  0.290  -3.619
C  -3.394  -0.390  -2.745
H  -2.960  -6.058  -1.931
H  -3.960  -4.690  -2.399
H  -3.844  -5.175  -0.694
H  -0.994  -4.958  -3.135
H  -0.498  -3.331  -2.652
H  -2.009  -3.573  -3.536
H  -0.712  -5.634  -0.694
H  -1.687  -4.858  0.554
H  -0.343  -3.983  -0.193
H  -5.219  -3.450  0.367
H  -6.089  -3.450  2.646
H  -4.787  -2.434  4.477
H  -2.584  -1.417  3.991
H  -1.678  -1.444  1.706
H  -5.446  -2.944  -1.939
H  -6.909  -1.740  -3.482
H  -6.142  0.335  -4.569
H  -3.880  1.200  -4.090
H  -2.401  -0.028  -2.530



6.
C4H9I2N2 | ωB97M-V with the def2-TZVPD basis set

Properties
SMILES: C[C@H]1N[C@@H](I)[C@H](I)[NH2+]1
HOMO-LUMO gap, eV: 8.96
Lowest unoccupied orbital energy, Eh: -0.1511
Relative energy (zero: lowest compared OMol25 entry of this formula, charge and spin), kJ/mol: 108.7
Energy, eV: -23466.92573
Net charge: +1

Cartesian coordinates (Å):
C  -0.066  1.403  0.722
C  -1.108  0.710  -0.596
C  0.459  -0.940  0.384
C  1.532  -0.956  -0.629
N  0.412  0.219  1.276
N  -1.034  -0.731  -0.387
I  1.294  2.891  -0.023
I  -3.043  1.763  -0.096
H  -0.693  1.902  1.476
H  -0.882  1.008  -1.631
H  0.504  -1.890  1.097
H  2.505  -0.997  -0.198
H  1.620  -0.158  -1.355
H  1.454  -1.941  -1.051
H  0.094  -0.031  2.128
H  -1.868  -1.050  0.197
H  -1.181  -1.202  -1.314



7.
C22H39N2OOsPSi | ωB97M-V with the def2-TZVPD basis set

Properties
HOMO-LUMO gap (alpha / beta), eV: 3.56 / 5.88
Lowest unoccupied orbital energy (alpha / beta), Eh: 0.0095 / -0.0578
Energy, eV: -48101.27282
Spin multiplicity: 5

Cartesian coordinates (Å):
Os  -0.234  0.450  -0.223
Si  -2.146  1.797  -0.046
P  -1.471  -1.421  0.275
N  0.009  -0.311  -1.843
H  1.233  -1.421  3.634
C  -0.336  -2.837  0.488
H  -0.878  -3.755  0.739
H  0.365  -2.581  1.291
H  0.223  -2.984  -0.442
C  -2.509  -1.393  1.779
H  -3.029  -2.354  1.885
H  -3.251  -0.590  1.713
H  -1.866  -1.226  2.650
C  -2.604  -2.050  -1.025
H  -3.134  -2.936  -0.649
H  -2.016  -2.327  -1.909
H  -3.329  -1.277  -1.302
C  -2.665  2.289  1.712
H  -1.862  2.843  2.211
H  -2.931  1.411  2.309
H  -3.543  2.942  1.620
H  -1.996  3.084  -0.795
H  -3.343  1.098  -0.619
C  -0.306  -0.506  -3.145
C  0.419  -1.099  -5.397
C  0.626  -1.142  -4.033
C  -1.504  0.049  -3.692
C  -1.680  0.090  -5.067
C  -0.717  -0.461  -5.920
H  1.145  -1.569  -6.063
H  1.493  -1.622  -3.565
H  -2.235  0.467  -2.995
H  -2.580  0.548  -5.481
H  -0.856  -0.406  -7.002
C  1.145  -0.462  3.109
O  0.545  -0.341  1.799
C  2.595  -0.015  2.958
H  3.193  -0.418  3.786
H  2.679  1.077  2.943
H  3.014  -0.380  2.016
C  0.285  0.311  4.117
H  0.489  -0.053  5.128
H  -0.787  0.154  3.945
H  0.489  1.391  4.107
C  2.975  4.009  -3.250
N  1.913  2.968  -3.305
C  1.514  2.709  -4.715
C  2.316  1.674  -2.564
C  2.349  1.919  -1.091
C  3.589  2.242  -0.528
C  3.643  2.913  0.687
C  2.460  3.225  1.356
C  1.243  2.691  0.923
C  1.209  1.938  -0.258
H  3.911  3.570  -3.613
H  3.088  4.373  -2.226
H  2.668  4.827  -3.910
H  1.085  3.331  -2.799
H  2.335  2.186  -5.216
H  0.606  2.099  -4.724
H  1.332  3.676  -5.194
H  1.598  0.906  -2.845
H  3.299  1.397  -2.970
H  4.498  1.995  -1.089
H  4.612  3.211  1.095
H  2.484  3.867  2.238
H  0.318  2.873  1.475



8.
C27H48Cl2N8O2P | ωB97M-V with the def2-TZVPD basis set

Properties
HOMO-LUMO gap, eV: 7.83
Lowest unoccupied orbital energy, Eh: -0.1430
Energy, eV: -79116.66558
Net charge: +1

Cartesian coordinates (Å):
C  2.821  2.452  -8.060
C  2.219  1.915  -6.667
N  2.994  1.083  -5.718
C  2.115  0.856  -4.601
N  0.796  1.487  -4.738
C  -0.232  1.391  -3.658
Cl  -0.100  2.783  -2.423
C  -1.744  1.177  -4.168
C  -2.456  0.150  -3.108
Cl  -2.769  2.727  -4.077
C  0.801  2.171  -6.039
P  -0.589  3.193  -6.795
N  -0.021  3.725  -8.215
O  -0.938  4.625  -5.897
O  -2.004  2.295  -7.166
H  2.483  3.557  -8.132
H  3.973  2.482  -8.053
H  2.427  1.897  -8.977
H  3.975  0.751  -5.817
H  2.300  0.256  -3.640
H  0.035  0.443  -3.045
H  -1.809  0.659  -5.184
H  -2.327  0.597  -2.064
H  -2.015  -0.899  -3.238
H  -3.580  0.200  -3.361
H  -0.662  3.355  -8.947
H  -0.523  5.393  -6.379
H  -1.786  1.350  -7.342
C  -7.446  -0.423  -3.524
C  -7.760  -1.185  -2.240
C  -6.828  -0.815  -1.085
C  -5.406  -1.139  -1.452
N  -4.284  -1.395  -1.741
H  -6.444  -0.653  -3.894
H  -8.153  -0.697  -4.310
H  -7.516  0.657  -3.365
H  -7.695  -2.260  -2.441
H  -8.793  -0.976  -1.946
H  -7.101  -1.376  -0.187
H  -6.904  0.251  -0.855
C  0.736  -2.020  0.662
C  1.634  -0.789  0.730
C  1.775  -0.079  -0.618
C  2.382  -1.008  -1.629
N  2.862  -1.733  -2.438
H  1.146  -2.781  -0.009
H  0.642  -2.475  1.650
H  -0.266  -1.755  0.311
H  2.621  -1.089  1.097
H  1.220  -0.088  1.461
H  2.414  0.802  -0.514
H  0.798  0.251  -0.985
C  3.384  -3.741  4.510
C  2.644  -3.696  5.843
C  1.152  -4.007  5.707
C  0.500  -2.993  4.807
N  -0.013  -2.193  4.097
H  3.008  -2.986  3.814
H  4.448  -3.543  4.660
H  3.284  -4.724  4.039
H  2.777  -2.705  6.289
H  3.098  -4.420  6.526
H  0.670  -3.975  6.688
H  1.004  -5.006  5.288
C  0.089  -4.101  11.842
C  0.546  -3.201  10.699
C  -0.366  -3.287  9.473
C  -0.381  -4.695  8.945
N  -0.392  -5.806  8.529
H  0.110  -5.156  11.557
H  0.751  -3.985  12.704
H  -0.928  -3.849  12.158
H  1.569  -3.473  10.420
H  0.573  -2.165  11.051
H  -0.005  -2.615  8.689
H  -1.386  -2.990  9.731
C  1.949  4.892  -1.262
C  3.005  5.790  -0.627
C  4.204  5.007  -0.091
C  3.751  4.039  0.967
N  3.390  3.276  1.801
H  1.523  4.197  -0.534
H  1.125  5.493  -1.657
H  2.373  4.311  -2.088
H  2.542  6.363  0.183
H  3.354  6.512  -1.372
H  4.938  5.692  0.342
H  4.693  4.452  -0.897